15
Properties=species:S:1:pos:R:3:forces:R:3:nbo_charge:R:1 method="wB97M-V/def2-TZVPD" total_charge=+1 homo_lumo_gap_ev=11.345 largest_force_ev_per_a=3.33 e_above_lowest_kj_mol=78.8
C -0.586632 -0.750439 -0.190933 -1.254 0.271 -1.004 -0.106
O -0.314665 -0.673022 -1.590347 1.225 0.502 -0.007 -0.764
C 0.748360 -1.070404 0.465158 -1.896 -0.613 2.666 -0.279
N 1.776322 -0.181549 -0.098645 0.701 -0.220 -1.311 -0.673
H -1.383714 -1.497673 -0.110715 0.636 -0.328 0.914 0.213
H -1.052851 0.175901 0.131774 0.358 0.366 0.230 0.221
H -1.010912 -1.029147 -2.132646 -0.412 -0.175 -0.110 0.509
H 0.755540 -0.965079 1.570114 -0.316 0.585 -0.624 0.242
H 0.815473 -2.154880 0.416883 1.469 0.052 -1.062 0.261
H 1.689241 -0.312773 -1.119051 0.137 0.212 -0.048 0.471
H 2.750217 -0.339053 0.167469 -0.139 -0.509 0.141 0.449
H 1.625760 0.816237 0.075312 -0.569 -0.130 0.214 0.450
H -2.122323 2.038190 1.890191 -0.031 0.718 0.062 0.494
H -1.241288 3.137051 1.100986 -0.573 0.015 0.478 0.494
O -1.437292 2.205802 1.239105 0.664 -0.746 -0.538 -0.983

=====

125
Properties=species:S:1:pos:R:3:forces:R:3:lowdin_charge:R:1 method="wB97M-V/def2-TZVPD" total_charge=+1 homo_lumo_gap_ev=6.268 largest_force_ev_per_a=2.05 e_above_lowest_kj_mol=0.0
C 2.294794 1.968915 2.903990 -0.179 0.179 -0.358 -0.065
C 3.456247 1.264352 2.184348 -0.203 0.630 0.322 -0.258
O 3.753045 -0.070357 2.661544 -0.645 -0.553 -1.404 -0.181
P 2.538829 -1.127680 2.583701 -0.011 0.307 1.915 0.519
O 1.817711 -1.096385 3.863042 -0.458 -0.165 0.048 -0.253
C 1.329545 -0.756264 1.259043 0.142 -0.860 -0.798 -0.157
C 1.307572 -1.787934 0.084740 0.005 0.457 0.226 -0.172
C 0.016044 -1.527026 -0.660359 1.958 -0.445 0.422 -0.200
C -0.058980 -0.504407 -1.569150 -0.713 0.339 -0.704 0.045
C 1.051244 0.476202 -1.929422 0.103 -0.082 0.373 -0.555
F 1.330439 0.374809 -3.231651 -0.176 0.098 -0.110 0.178
F 2.215050 0.349300 -1.283742 0.114 -0.247 -0.015 0.147
F 0.622002 1.705227 -1.654369 0.186 0.188 -0.052 0.186
C -1.264292 -0.312532 -2.251366 -0.698 0.878 -0.202 0.042
C -1.411599 0.776935 -3.332363 0.143 0.305 -1.863 -0.429
O -1.371140 0.428710 -4.489503 0.341 0.064 1.358 0.120
O -1.507419 2.089783 -3.028354 -0.509 -1.296 0.107 0.029
C -2.513240 2.422575 -2.066287 0.213 1.288 0.780 -0.122
C -2.055366 3.582933 -1.190064 -0.458 -1.047 -0.726 -0.195
C -2.906674 3.911871 -0.160518 -1.130 -0.356 0.551 -0.070
C -2.597770 4.908181 0.726566 0.267 0.109 -0.082 -0.063
C -1.398006 5.567791 0.539063 -0.219 1.017 1.383 -0.060
C -0.541844 5.261707 -0.478294 1.615 0.003 -0.996 -0.252
C 0.800484 5.961211 -0.677621 -0.967 -0.334 0.226 -0.036
C -0.870316 4.248482 -1.367333 -0.204 -0.172 -0.094 -0.002
C -2.389267 -1.120787 -2.020335 0.722 0.375 -0.429 -0.112
C -3.642020 -0.844038 -2.832095 0.053 -0.454 0.144 -0.604
Br -3.721611 -1.441473 -4.688582 0.433 -0.145 1.035 0.872
C -4.747479 -0.227825 -2.404553 -0.243 -0.220 -0.227 -0.690
C -5.948250 0.017720 -3.282925 0.038 0.738 0.237 -0.156
Br -4.896729 0.389979 -0.607943 -0.108 -0.067 -0.433 0.971
C -2.234089 -2.122908 -1.052818 -1.430 -0.019 -0.753 -0.209
C -3.410303 -2.992556 -0.729025 -0.903 -0.071 0.316 -0.143
C -4.055676 -2.580995 0.649638 1.260 0.107 -0.537 -0.284
O -3.226092 -1.536534 1.175328 -0.819 -0.465 0.927 -0.371
Si -3.561659 -1.044419 2.767896 0.804 0.902 1.039 0.416
C -1.922706 -0.390264 3.449276 -0.465 -0.140 -0.412 -0.153
C -4.763387 0.410108 2.866683 0.491 -0.351 -0.899 -0.177
C -4.130307 -2.425400 3.915071 0.042 0.408 -0.558 -0.150
N -1.053900 -2.288863 -0.415098 -0.882 -0.590 0.092 -0.225
I -0.991022 -3.785665 1.051730 0.202 0.136 -0.206 1.369
O 3.171058 -2.568451 2.284379 0.063 1.022 -0.183 -0.210
C 3.198236 -3.470622 3.426981 -0.237 -1.041 0.163 -0.244
C 1.858488 -4.209339 3.517913 0.372 -0.385 -0.711 -0.113
H 2.516929 3.040449 2.922407 -0.024 -0.137 0.133 0.074
H 2.111352 1.600335 3.913584 0.296 0.011 -0.046 0.083
H 1.347028 1.882771 2.358806 0.118 -0.141 0.075 0.065
H 4.353505 1.860676 2.351640 0.103 -0.358 -0.051 0.114
H 3.260837 1.226046 1.106040 0.216 0.032 0.106 0.094
H 0.347475 -0.832685 1.741789 0.337 0.068 0.359 0.075
H 1.387256 0.256309 0.864743 0.200 -0.059 0.134 0.072
H 1.386320 -2.806478 0.464032 -0.210 0.141 -0.032 0.038
H 2.153793 -1.669980 -0.591093 -0.120 0.062 0.129 0.128
H -3.422566 2.733721 -2.593689 0.114 -0.295 -0.133 0.148
H -2.762139 1.609131 -1.384377 0.219 -0.254 -0.334 0.055
H -3.841997 3.375636 -0.010263 0.082 -0.091 -0.217 0.097
H -3.252222 5.148783 1.554579 0.025 0.037 -0.051 0.111
H -1.127347 6.342582 1.252478 0.135 -0.022 -0.127 0.106
H 0.602050 6.936075 -1.130049 0.363 0.037 0.160 0.079
H 1.307526 6.056431 0.282792 0.121 0.263 -0.218 0.058
H 1.399134 5.356246 -1.360296 0.127 0.209 0.079 0.068
H -0.216053 3.952574 -2.178198 0.059 0.205 0.075 0.116
H -5.673315 0.787894 -4.015069 -0.041 -0.183 -0.029 0.094
H -6.254579 -0.868891 -3.836152 0.032 -0.006 0.163 0.060
H -6.783906 0.429685 -2.716231 0.092 -0.231 0.039 0.069
H -3.168315 -4.059372 -0.751657 0.213 0.157 0.093 0.060
H -4.190452 -2.875911 -1.484907 0.367 0.142 -0.142 0.121
H -4.012610 -3.455804 1.304939 -0.381 0.149 0.018 0.085
H -5.071599 -2.210692 0.498401 0.028 -0.281 0.051 0.097
H -2.110866 -0.022799 4.464331 0.130 -0.114 -0.062 0.048
H -1.554935 0.465466 2.868958 0.032 -0.155 0.048 0.036
H -1.153393 -1.169860 3.492498 0.002 0.199 0.098 0.013
H -4.743014 0.812192 3.882110 -0.290 -0.161 -0.045 0.044
H -5.767725 0.157769 2.514127 -0.037 0.160 0.350 0.029
H -4.369647 1.200155 2.210399 -0.106 -0.042 0.127 0.007
H -3.280600 -3.048524 4.207651 -0.243 -0.196 -0.129 0.037
H -4.501051 -1.936178 4.822820 0.003 -0.068 -0.121 0.046
H -4.952853 -2.994961 3.473460 0.148 -0.210 0.275 0.034
H 3.970096 -4.207464 3.199457 0.031 0.253 -0.078 0.096
H 3.485388 -2.983556 4.357494 -0.214 0.361 -0.234 0.119
H 1.037883 -3.574206 3.179829 0.087 0.170 0.543 -0.008
H 1.912267 -5.044976 2.805883 -0.115 0.031 0.164 0.065
H 1.674120 -4.649346 4.496788 0.003 0.240 -0.009 0.076
C 5.363359 3.632542 -0.377375 -0.101 0.183 0.035 -0.067
C 4.469975 4.499238 0.395088 -0.247 0.200 0.215 -0.264
N 3.766001 5.176661 1.006880 0.340 -0.452 -0.274 0.146
H 5.987531 3.049975 0.298025 0.021 0.003 -0.015 0.073
H 4.778471 2.953623 -0.996007 -0.006 0.009 -0.007 0.070
H 6.003742 4.236298 -1.018874 0.037 -0.029 0.004 0.063
C -1.744865 -5.360304 -3.991468 -0.134 -0.067 0.051 -0.050
C -2.686098 -5.897343 -3.010248 -0.056 -0.235 0.445 -0.254
N -3.383675 -6.329627 -2.200933 0.292 0.357 -0.392 0.145
H -2.243555 -4.611103 -4.595792 -0.063 0.096 -0.156 0.065
H -0.899183 -4.895016 -3.487335 0.005 -0.059 0.045 0.080
H -1.381708 -6.161054 -4.632535 -0.009 0.010 -0.012 0.092
C 9.401600 4.449182 1.383202 -0.034 0.040 -0.175 -0.066
C 8.974274 4.659355 -0.001560 -0.085 0.078 -0.435 -0.275
N 8.642940 4.824575 -1.093100 0.096 -0.136 0.649 0.135
H 10.283139 3.811638 1.404330 0.001 0.003 -0.004 0.083
H 9.641893 5.405177 1.843825 -0.006 0.000 0.001 0.085
H 8.603133 3.972585 1.948851 0.004 0.010 0.013 0.076
C -2.048684 9.431113 0.081311 0.148 -0.020 0.066 -0.065
C -0.788476 9.164829 0.776773 0.375 -0.081 0.205 -0.287
N 0.202163 8.946067 1.323460 -0.551 0.083 -0.291 0.142
H -1.956798 10.336378 -0.515532 -0.003 0.001 0.002 0.083
H -2.291995 8.594826 -0.572452 0.006 -0.009 0.007 0.076
H -2.849744 9.562053 0.806203 0.000 0.006 -0.002 0.083
C 6.248703 -7.129340 4.010487 -0.160 0.023 0.048 -0.060
C 4.842099 -6.854043 4.308770 -0.429 0.050 0.106 -0.257
N 3.734089 -6.639737 4.543494 0.635 -0.088 -0.170 0.150
H 6.667877 -6.315213 3.422274 0.003 0.000 0.005 0.082
H 6.810026 -7.224899 4.937671 -0.004 0.001 0.002 0.086
H 6.331355 -8.056241 3.446600 -0.005 -0.002 0.005 0.085
C 3.788920 1.232566 -4.850098 0.217 0.139 -0.100 -0.075
C 4.818856 2.254721 -5.043145 0.341 0.316 -0.097 -0.277
N 5.628610 3.059940 -5.195028 -0.452 -0.438 0.123 0.134
H 3.258471 1.418400 -3.922373 0.022 0.045 0.004 0.047
H 3.081034 1.258798 -5.676549 -0.012 0.002 0.011 0.087
H 4.249621 0.247093 -4.806953 0.002 0.000 -0.009 0.085
C -5.366304 -8.951589 -3.354925 -0.095 0.024 -0.147 -0.082
C -5.722780 -8.803199 -4.766735 -0.110 0.009 -0.443 -0.285
N -5.999320 -8.686294 -5.879307 0.176 -0.015 0.605 0.121
H -4.445873 -9.525006 -3.264260 0.002 0.004 0.004 0.081
H -5.218611 -7.970650 -2.908924 0.030 -0.017 0.028 0.039
H -6.161617 -9.470282 -2.822999 -0.004 -0.015 -0.025 0.081

=====

19
Properties=species:S:1:pos:R:3:forces:R:3:nbo_charge:R:1 method="wB97M-V/def2-TZVPD" total_charge=-1 homo_lumo_gap_ev=6.579 largest_force_ev_per_a=1.26 e_above_lowest_kj_mol=98.9
C 0.938729 1.686672 -1.714378 -0.259 0.064 -0.462 -0.620
C 0.787288 2.367991 -0.370568 0.752 0.205 0.618 -0.235
C -0.362423 1.244934 1.265658 0.407 0.379 0.948 -0.008
N -0.449908 1.998163 0.258261 -0.816 -0.324 -0.911 -0.515
H 1.613699 2.280940 -2.336405 0.086 -0.184 -0.120 0.177
H 1.298464 0.665069 -1.604191 0.002 0.010 0.059 0.246
H -0.036414 1.634867 -2.204057 0.035 0.082 -0.080 0.202
H 0.866607 3.452508 -0.501327 -0.201 0.044 0.050 0.162
H 1.646178 2.035041 0.239390 -0.030 0.266 0.107 0.161
H 0.525271 1.240640 1.902252 0.190 -0.415 -0.191 0.138
H -1.218314 0.718176 1.675280 -0.244 0.210 -0.032 0.165
C -1.156960 -3.077685 -0.468975 -0.216 -0.001 0.560 -0.610
C -1.045528 -1.728488 0.250068 0.121 -0.159 -0.482 -0.524
S 0.685093 -1.245385 0.532745 0.030 -0.231 0.033 -0.637
H -0.760329 -3.872343 0.161269 0.110 -0.085 0.059 0.191
H -0.571301 -3.071323 -1.380946 0.070 0.086 -0.220 0.200
H -2.198828 -3.330163 -0.699208 -0.070 0.013 -0.100 0.166
H -1.560968 -1.758978 1.212311 -0.161 -0.152 0.008 0.169
H -1.583188 -1.002954 -0.377798 0.195 0.189 0.156 0.172

=====

Please write out number 3 again, unchanged.
19
Properties=species:S:1:pos:R:3:forces:R:3:nbo_charge:R:1 method="wB97M-V/def2-TZVPD" total_charge=-1 homo_lumo_gap_ev=6.579 largest_force_ev_per_a=1.26 e_above_lowest_kj_mol=98.9
C 0.938729 1.686672 -1.714378 -0.259 0.064 -0.462 -0.620
C 0.787288 2.367991 -0.370568 0.752 0.205 0.618 -0.235
C -0.362423 1.244934 1.265658 0.407 0.379 0.948 -0.008
N -0.449908 1.998163 0.258261 -0.816 -0.324 -0.911 -0.515
H 1.613699 2.280940 -2.336405 0.086 -0.184 -0.120 0.177
H 1.298464 0.665069 -1.604191 0.002 0.010 0.059 0.246
H -0.036414 1.634867 -2.204057 0.035 0.082 -0.080 0.202
H 0.866607 3.452508 -0.501327 -0.201 0.044 0.050 0.162
H 1.646178 2.035041 0.239390 -0.030 0.266 0.107 0.161
H 0.525271 1.240640 1.902252 0.190 -0.415 -0.191 0.138
H -1.218314 0.718176 1.675280 -0.244 0.210 -0.032 0.165
C -1.156960 -3.077685 -0.468975 -0.216 -0.001 0.560 -0.610
C -1.045528 -1.728488 0.250068 0.121 -0.159 -0.482 -0.524
S 0.685093 -1.245385 0.532745 0.030 -0.231 0.033 -0.637
H -0.760329 -3.872343 0.161269 0.110 -0.085 0.059 0.191
H -0.571301 -3.071323 -1.380946 0.070 0.086 -0.220 0.200
H -2.198828 -3.330163 -0.699208 -0.070 0.013 -0.100 0.166
H -1.560968 -1.758978 1.212311 -0.161 -0.152 0.008 0.169
H -1.583188 -1.002954 -0.377798 0.195 0.189 0.156 0.172

=====

What did the first record say?
15
Properties=species:S:1:pos:R:3:forces:R:3:nbo_charge:R:1 method="wB97M-V/def2-TZVPD" total_charge=+1 homo_lumo_gap_ev=11.345 largest_force_ev_per_a=3.33 e_above_lowest_kj_mol=78.8
C -0.586632 -0.750439 -0.190933 -1.254 0.271 -1.004 -0.106
O -0.314665 -0.673022 -1.590347 1.225 0.502 -0.007 -0.764
C 0.748360 -1.070404 0.465158 -1.896 -0.613 2.666 -0.279
N 1.776322 -0.181549 -0.098645 0.701 -0.220 -1.311 -0.673
H -1.383714 -1.497673 -0.110715 0.636 -0.328 0.914 0.213
H -1.052851 0.175901 0.131774 0.358 0.366 0.230 0.221
H -1.010912 -1.029147 -2.132646 -0.412 -0.175 -0.110 0.509
H 0.755540 -0.965079 1.570114 -0.316 0.585 -0.624 0.242
H 0.815473 -2.154880 0.416883 1.469 0.052 -1.062 0.261
H 1.689241 -0.312773 -1.119051 0.137 0.212 -0.048 0.471
H 2.750217 -0.339053 0.167469 -0.139 -0.509 0.141 0.449
H 1.625760 0.816237 0.075312 -0.569 -0.130 0.214 0.450
H -2.122323 2.038190 1.890191 -0.031 0.718 0.062 0.494
H -1.241288 3.137051 1.100986 -0.573 0.015 0.478 0.494
O -1.437292 2.205802 1.239105 0.664 -0.746 -0.538 -0.983